[1]
ORCA calculation (ωB97M-V with the def2-TZVPD basis set) on C22H19N5O3S in the gas phase.

Geometry (Å):
C: 5.9406 3.0573 0.5944
C: 5.2002 1.7682 0.4176
C: 5.7186 0.5930 0.9828
C: 5.0696 -0.6092 0.8448
C: 3.8752 -0.6563 0.1264
C: 3.3264 0.5027 -0.4585
C: 4.0207 1.7103 -0.2915
C: 2.1013 0.4198 -1.1869
C: 1.4316 -0.7536 -1.3362
C: 0.0953 -0.8615 -2.0146
N: -1.0003 -0.6805 -1.0742
C: -1.1172 -1.6898 -0.0315
C: -2.5265 -1.7769 0.4418
C: -3.0758 -1.5797 1.6746
C: -4.4687 -1.7876 1.5267
C: -4.6596 -2.0938 0.2166
O: -3.4919 -2.0938 -0.4463
S: -1.0808 0.8847 -0.4459
O: -0.6726 1.7867 -1.4863
O: -0.3877 0.9655 0.8121
C: -2.8336 1.1106 -0.1818
C: -3.2954 1.5700 1.0354
C: -4.6545 1.7741 1.2077
C: -5.5282 1.5192 0.1627
C: -5.0505 1.0650 -1.0568
C: -3.6920 0.8631 -1.2347
C: 1.9971 -1.9074 -0.7388
N: 1.6141 -3.1766 -0.6964
N: 2.5319 -3.8166 -0.0037
N: 3.4660 -3.0503 0.3939
N: 3.1797 -1.8213 -0.0458
H: 5.4056 3.8816 0.1315
H: 6.0710 3.2753 1.6533
H: 6.9309 2.9874 0.1460
H: 6.6441 0.6415 1.5371
H: 5.4547 -1.5198 1.2761
H: 3.6034 2.6042 -0.7303
H: 1.6930 1.3236 -1.6119
H: -0.0190 -1.8421 -2.4827
H: -0.0100 -0.0713 -2.7590
H: -0.4786 -1.4408 0.8253
H: -0.7936 -2.6476 -0.4502
H: -2.5521 -1.3196 2.5709
H: -5.2152 -1.7190 2.2906
H: -5.5421 -2.3282 -0.3445
H: -2.5840 1.7520 1.8251
H: -5.0305 2.1308 2.1543
H: -6.5878 1.6762 0.2986
H: -5.7354 0.8700 -1.8680
H: -3.2872 0.5106 -2.1696

Forces on the atoms, in the same order (eV/Å):
0.02 0.00 0.01
-0.12 0.06 -0.10
-0.21 -0.11 -0.10
0.02 -0.05 0.02
0.44 0.88 0.08
0.36 -0.41 0.30
0.14 -0.16 0.13
-0.23 -0.47 -0.21
0.22 0.47 -0.21
0.24 0.28 -0.27
-0.35 0.97 0.17
-0.43 -0.42 0.28
0.23 -0.04 1.09
0.46 -0.26 -0.58
-0.22 -0.17 -0.48
-0.43 0.09 0.72
0.29 -0.17 -0.48
-0.35 0.00 0.01
-0.06 -0.09 -0.33
-0.31 -0.11 0.13
0.45 -0.05 -0.06
0.13 0.10 0.09
0.06 0.07 -0.05
0.00 0.06 0.00
0.04 0.06 -0.02
-0.08 0.01 -0.11
0.93 -0.23 0.52
-0.78 0.66 -0.65
0.10 -0.88 0.24
1.24 0.16 0.71
-1.69 -0.48 -0.89
0.01 0.09 -0.01
0.03 0.09 0.05
0.07 0.07 -0.02
0.10 -0.02 0.07
0.06 -0.06 0.05
-0.03 0.13 -0.05
-0.05 0.10 -0.05
-0.07 0.13 0.03
0.14 -0.23 -0.09
-0.07 -0.25 -0.08
0.01 0.17 0.03
0.21 0.10 0.17
-0.23 0.01 0.11
-0.07 -0.04 -0.17
0.03 0.01 0.16
-0.02 0.03 0.09
-0.10 0.00 0.01
-0.04 -0.02 -0.08
-0.05 -0.08 -0.15

highest occupied orbital energy = -8.528 eV
energy relative to the best compared isomer or geometry (same formula, charge and spin) = 185.5 kJ/mol
SMILES string = Cc1ccc2c(c1)cc(CN(Cc1ccco1)S(=O)(=O)c1ccccc1)c1nnnn12
total energy = -47548.9590 eV
molar mass = 433.49 g mol⁻¹
LUMO = -0.025 eV

***

[2]
ORCA calculation (ωB97M-V with the def2-TZVPD basis set) on a 6-piece molecular cluster, H12O6 overall.

Geometry (Å):
O: -0.5242 -0.2071 1.5776
H: -1.0911 -0.4074 0.8160
H: 0.1420 0.2352 1.2041
O: 0.5154 -1.8046 -0.5038
H: -0.3237 -2.2998 -0.7644
H: 0.3899 -1.3758 0.3265
O: 2.3922 2.6636 0.2743
H: 2.4571 3.5951 0.6065
H: 3.1135 2.2532 0.5847
O: 3.1429 -1.8285 -0.4246
H: 2.5077 -2.5492 -0.7052
H: 3.1719 -1.2080 -1.1373
O: -2.1366 2.6225 -0.8048
H: -2.3263 1.7703 -1.2986
H: -1.5983 3.2534 -1.2914
O: -3.3146 -1.3963 0.0321
H: -2.8391 -2.2117 0.3228
H: -4.2042 -1.4516 0.1292

Forces on the atoms, in the same order (eV/Å):
-4.13 -3.07 1.59
-0.40 0.32 0.50
4.28 3.28 -1.96
-1.57 -1.87 -2.35
1.64 1.22 0.83
-0.33 0.07 1.21
-4.08 3.74 -1.30
-0.14 -1.36 -0.48
4.20 -2.44 1.79
-0.35 -1.88 0.38
0.95 1.62 0.47
-0.16 0.44 -0.72
-0.71 -1.44 -0.04
0.75 2.00 0.51
-0.05 -0.61 -0.45
5.41 -0.24 -0.43
-1.30 0.95 -0.23
-4.00 -0.74 0.69

highest occupied orbital energy = -10.696 eV
energy relative to the best compared isomer or geometry (same formula, charge and spin) = 245.8 kJ/mol
SMILES string = O.O.O.O.O.O
total energy = -12478.5659 eV
molar mass = 108.09 g mol⁻¹
LUMO = 0.277 eV